Computed, not measured: a molecular structure, C40H32FeN9O5, with wB97M-V/def2-TZVPD.

```
87
Properties=species:S:1:pos:R:3:mulliken_spin:R:1
C -1.02360 2.26139 -0.71976 0.05
H 3.88964 -2.42245 3.11555 0.00
C 3.41187 -1.54740 2.69181 0.00
O 0.02387 -1.86094 -1.54205 0.08
N 1.62840 -0.64437 1.41394 0.04
H -2.06819 3.82336 -5.67897 0.00
N 3.61943 3.04297 1.41028 0.00
H 3.45260 -0.93063 0.41073 0.00
H -6.29862 2.41961 1.20069 0.00
O 4.27844 2.56364 3.52779 0.00
H 4.16781 -2.53642 -3.48721 0.00
H 2.01656 -6.62506 -0.61292 0.00
N -2.40772 -1.80522 1.55919 0.01
H 4.65857 -2.54826 -1.01969 0.00
C -5.53908 0.09073 3.55383 0.00
H -2.45629 2.84211 4.76615 0.00
C -2.96236 -0.80929 0.90034 -0.01
H -1.32333 0.63875 5.17524 0.00
C -1.46384 2.88447 -2.02288 0.00
C -2.72049 4.06035 -3.65195 0.00
C 3.93102 -0.27510 2.88925 0.00
C 0.76229 -5.05334 0.14051 0.00
H 0.62730 -2.41807 -5.24233 0.00
H -2.48069 3.74879 2.43175 0.00
O -2.56256 -0.31131 -0.22246 0.03
H 2.26997 -5.51541 -2.85014 0.00
N 2.33941 -0.09841 -1.12254 -0.02
C 0.19584 -3.78272 -0.09004 -0.01
H 4.25318 3.26613 -0.53402 0.00
H 0.38095 -1.48986 -3.74296 0.00
N 1.14559 0.80355 -2.98995 0.00
C -6.18408 1.16904 2.95162 0.00
C -0.81172 -3.28958 0.85500 0.01
C 1.54879 -5.66313 -0.80575 0.01
C 0.36117 -2.47439 -4.18812 0.00
O 1.32268 -3.35728 -3.60781 0.00
N -1.55163 2.66430 0.34875 0.00
C -5.81367 1.56422 1.66599 0.00
C 1.69803 -5.03759 -2.05599 0.00
C 0.43213 -3.07286 -1.31801 0.01
C -1.35409 1.08608 4.18822 0.00
H 1.58569 2.42985 -0.45584 0.00
H -1.32454 -4.01675 1.49733 0.01
C 3.78870 2.20214 2.47486 0.00
C 3.49441 2.70416 -0.01162 0.00
C 3.26005 -0.95704 -0.66351 0.01
H 3.69567 1.64710 -0.14203 0.00
H -3.99797 -1.41468 3.33597 0.00
H -3.54502 4.70616 -3.92722 0.00
C -4.15488 -0.19266 1.59128 0.01
H -3.15708 4.09275 -1.51768 0.00
C 2.26160 -1.68966 1.92005 0.01
C 3.94883 -1.85293 -1.45606 0.00
H -0.28473 -0.50249 3.24114 0.00
H 1.82850 -2.66578 1.70926 0.00
C 1.12221 -3.82194 -2.33265 0.00
Fe -0.28367 -0.47017 0.00157 3.66
H 3.84749 3.99754 1.63031 0.00
N -1.22051 -2.09549 0.86800 0.06
C -4.52964 -0.58564 2.87591 0.00
H -4.46612 1.19513 0.00512 0.00
C 0.29319 1.42569 -2.31130 0.04
H 2.49279 -0.88264 -4.35826 0.00
O 2.28268 3.07660 -0.63924 0.00
C 2.09081 -0.08090 -2.42809 0.01
C 3.67387 -1.84174 -2.81833 0.00
C -1.97917 2.30378 3.95393 0.00
C 2.14773 0.56055 1.59855 0.03
C 2.75205 -0.93572 -3.30632 0.00
C -0.83894 2.69372 -4.32092 0.00
H -0.64858 -2.88186 -4.09073 0.00
N -0.78097 0.94015 1.85847 -0.02
C -4.80172 0.88499 0.99037 0.00
C -1.99369 2.81158 2.67572 0.00
C -1.88765 3.55342 -4.64424 0.00
H 4.81796 -0.09822 3.48963 0.00
C -0.77720 0.45387 3.11406 0.03
C -0.66035 2.37911 -2.99217 0.00
C -2.51286 3.72800 -2.31356 0.00
H -0.19083 2.26417 -5.07675 0.00
H 1.57213 1.37733 1.17778 -0.03
H -6.96346 1.70635 3.48601 0.00
H 0.56138 -5.54950 1.09188 0.00
C -1.39914 2.09803 1.62515 0.00
C 3.30293 0.79569 2.28939 0.00
N 0.00016 1.36066 -0.94723 -0.02
H -5.81574 -0.21316 4.56095 0.00
```

Summary:
<S²> = 6.0095
multiplicity = 5
charge = -1
ΔE to the lowest compared entry with this formula, charge and spin = 127.5 kJ/mol
HOMO-LUMO gap (spin up / spin down) = 6.777 / 6.802 eV
largest force on an atom = 0.0488 hartree/bohr
E = -3676.36555 Eh

***

Computed, not measured: a molecular structure, C40H32IN2O6PSeZn, with wB97M-V/def2-TZVPD.

```
84
Properties=species:S:1:pos:R:3:mulliken_charge:R:1
H -1.81715 -2.23807 1.41490 0.64
C 0.98805 -5.01938 -0.43078 -0.37
C -3.79289 -3.71468 -0.89729 -0.58
C 3.08958 1.06800 -4.23311 -0.97
H -4.17617 4.15871 -3.30774 0.37
C 4.88374 1.28556 1.54118 -0.47
C -2.50741 -2.32788 0.58498 -0.74
C -4.03342 1.82320 -0.86127 -0.25
O 0.15644 4.63134 -0.05718 -0.81
H -4.25397 -0.22427 4.70201 0.40
H 3.81969 3.67607 -1.99553 0.50
H -1.02880 0.29244 -3.60416 0.03
H -4.70923 -2.69926 -2.54615 0.38
O 0.57968 0.05936 -1.23767 0.16
C -3.75197 3.43344 -2.62285 -0.52
C -1.84548 2.26824 -1.73587 -0.36
C 3.48137 1.40488 -2.94776 0.88
H 6.83148 1.57486 2.35418 0.35
N 1.91756 0.49875 -4.52048 -0.79
C -4.10344 -2.59447 -1.65286 -0.78
C -2.82065 0.90463 1.83597 0.24
H -5.64581 2.92607 -1.74470 0.37
C -2.38716 3.19709 -2.61436 -1.12
C -4.57705 2.74230 -1.74314 -0.78
C 4.77631 2.15008 -2.76200 -0.86
H -0.27511 -0.66541 -4.90302 0.40
C 0.73757 -4.41596 0.80953 0.61
C 2.63584 1.10306 -1.87481 0.44
C 0.89712 -6.39218 -0.58355 -0.54
C 5.76890 1.53323 2.56907 -0.73
C 0.55439 -7.20015 0.49370 -0.37
H 5.27700 1.10605 0.54800 0.44
H 0.04092 -7.24198 2.57373 0.35
C 3.47766 1.21135 1.72468 0.48
O 4.59827 3.55241 -2.55605 -0.65
H -0.77913 2.09381 -1.72499 0.51
H 0.48114 -8.27433 0.37077 0.37
O 2.13591 3.02650 -0.62706 -0.63
H -4.67715 1.29430 -0.16762 0.48
H -4.15434 -4.69258 -1.19320 0.37
H 1.25182 -4.38793 -1.26895 0.50
H 3.57242 1.64662 5.11691 0.32
H 3.72861 1.30505 -5.08018 0.31
C 0.39655 -5.24293 1.88771 -0.32
C -3.36468 2.73253 3.32825 -0.83
H 1.09283 -6.84198 -1.55016 0.37
C -0.22927 -0.41244 -3.84501 -0.86
C 3.95625 1.54612 4.11022 -0.62
C -2.66023 1.56916 -0.85378 0.09
C 1.41686 0.43479 -2.14613 0.27
C 3.07855 1.26082 3.08165 0.01
O 1.73836 3.84290 1.92941 -0.69
C 2.90842 1.75528 -0.52773 -0.61
I 1.07441 0.90268 3.67769 0.10
H -4.27354 2.19764 5.20185 0.35
C -3.85916 0.48144 3.97954 -0.68
N 2.60901 1.06355 0.68260 -0.07
H -2.42664 2.97948 1.42631 0.39
H -3.32661 -1.04599 2.58410 0.25
C 0.81506 -3.00057 0.95381 0.12
C -3.63043 -1.34164 -1.28517 -0.60
H -3.36075 3.79532 3.53767 0.40
C 1.10875 0.19043 -3.51951 0.29
C 5.31236 1.71175 3.86734 -0.61
H 5.38324 2.05307 -3.66491 0.44
C -2.84220 -1.18248 -0.14661 0.89
C 0.30659 -6.61618 1.72907 -0.51
C -3.33157 0.01748 2.78171 -0.31
H 3.94337 2.09958 -0.50955 0.52
P -1.93461 0.35435 0.31602 1.38
C -2.84527 2.27176 2.12986 -0.27
C -3.87376 1.83811 4.26072 -0.52
Zn 0.84749 0.14936 0.72125 1.95
H 5.99356 1.95363 4.67375 0.34
Se 0.94535 3.41566 0.61404 1.05
H -2.70134 -4.44971 0.79984 0.35
H -3.86843 -0.48514 -1.90183 0.28
C 0.84736 -1.79129 1.10187 -1.76
H 0.20506 -4.78904 2.85159 0.43
H -1.73710 3.74091 -3.28779 0.45
H -0.40152 -1.30137 -3.23365 0.18
H 5.35532 1.71710 -1.93481 0.16
C -2.98584 -3.57647 0.22419 -0.98
O -0.02693 2.12348 0.80929 -0.38
```

Summary:
charge = -2
HOMO-LUMO gap = 6.348 eV
largest force on an atom = 0.0171 hartree/bohr
E = -6924.22350 Eh